(1)
{
  "formula": "C40H67N6O14PS",
  "method": "the ωB97M-V functional and the def2-TZVPD basis",
  "gap_ev": 8.19,
  "homo_ev": -9.18,
  "e_tot_ha": -3685.93020,
  "molar_mass_g_mol": 919.04,
  "largest_force_ev_per_a": 2.13,
  "smiles": "CCCOc1c(CCP(=O)(OCC)OCC)cc(CCO)c2c1C(=O)C(N=C=S)=C(COC(C)=O)C2=O.CNC(C)=O.CNC(C)=O.CNC(C)=O.CNC(C)=O.CNC(C)=O",
  "elements": ["C", "C", "C", "O", "C", "C", "C", "C", "P", "O", "O", "C", "C", "O", "C", "C", "C", "C", "C", "C", "O", "C", "C", "C", "O", "C", "N", "C", "S", "C", "C", "O", "C", "C", "O", "C", "O", "H", "H", "H", "H", "H", "H", "H", "H", "H", "H", "H", "H", "H", "H", "H", "H", "H", "H", "H", "H", "H", "H", "H", "H", "H", "H", "H", "H", "H", "H", "H", "H", "C", "N", "C", "C", "O", "H", "H", "H", "H", "H", "H", "H", "C", "N", "C", "C", "O", "H", "H", "H", "H", "H", "H", "H", "C", "N", "C", "C", "O", "H", "H", "H", "H", "H", "H", "H", "C", "N", "C", "C", "O", "H", "H", "H", "H", "H", "H", "H", "C", "N", "C", "C", "O", "H", "H", "H", "H", "H", "H", "H"],
  "coordinates": [[6.4091, -2.2795, 0.4025], [4.9733, -2.8060, 0.4133], [4.0787, -1.9780, -0.5218], [3.6505, -2.8111, -1.5852], [2.5429, -2.3879, -2.2754], [2.6613, -2.0196, -3.6174], [3.9323, -2.0604, -4.4416], [5.2465, -1.7417, -3.7233], [6.2577, -0.6113, -4.7196], [6.0461, -0.8839, -6.1449], [5.8350, 0.9113, -4.4387], [5.5787, 1.3581, -3.0994], [6.8351, 1.5519, -2.2508], [7.8117, -0.8186, -4.3747], [8.1778, -1.3945, -3.1130], [9.4844, -0.7651, -2.6205], [1.5020, -1.6101, -4.2919], [0.2372, -1.5488, -3.7092], [-0.9567, -1.1052, -4.5117], [-1.6500, -2.3396, -5.1291], [-3.0532, -2.2228, -5.2113], [0.1350, -1.9355, -2.3649], [1.2778, -2.3495, -1.6595], [1.0687, -2.7797, -0.2354], [1.7251, -3.6213, 0.3104], [-0.0353, -2.0582, 0.4653], [0.0652, -1.8135, 1.8662], [1.0956, -1.4272, 2.3534], [2.4376, -1.0202, 3.0238], [-1.1084, -1.6448, -0.2027], [-2.2579, -0.9296, 0.4150], [-1.9403, 0.4435, 0.6779], [-1.9398, 1.2433, -0.4031], [-1.7316, 2.6820, -0.0771], [-2.1157, 0.8218, -1.5181], [-1.1657, -1.9551, -1.6513], [-2.2118, -2.2392, -2.1728], [6.8505, -2.3684, -0.5876], [7.0206, -2.8297, 1.1131], [6.4550, -1.2321, 0.7018], [4.9984, -3.8132, 0.0112], [4.5998, -2.7606, 1.4298], [3.2501, -1.5783, 0.0571], [4.6616, -1.1213, -0.8767], [3.8079, -1.3287, -5.2340], [3.9986, -3.0153, -4.9540], [5.8376, -2.6490, -3.6268], [5.1229, -1.3460, -2.7241], [4.8358, 0.7466, -2.5908], [5.1240, 2.3365, -3.2147], [6.9189, 0.8060, -1.4638], [7.7219, 1.5675, -2.8724], [6.7649, 2.5060, -1.7362], [8.3236, -2.4694, -3.1995], [7.4265, -1.2244, -2.3462], [9.4156, -0.6116, -1.5463], [9.5786, 0.2229, -3.0584], [10.3504, -1.3692, -2.8602], [1.5930, -1.3379, -5.3352], [-1.6558, -0.6254, -3.8348], [-0.6504, -0.4272, -5.3025], [-1.4205, -3.2009, -4.5001], [-1.2403, -2.5448, -6.1168], [-3.3497, -1.5281, -4.6196], [-3.1112, -1.0297, -0.2512], [-2.5520, -1.3513, 1.3697], [-2.3061, 2.9601, 0.7974], [-1.9989, 3.2695, -0.9361], [-0.6646, 2.8210, 0.0943], [-4.1115, 7.0867, -3.7994], [-3.7114, 5.9656, -2.9697], [-3.9614, 5.7631, -1.6490], [-4.7559, 6.8214, -0.9202], [-3.5538, 4.7614, -1.0847], [-4.7306, 6.7345, -4.6260], [-3.2287, 7.5762, -4.2138], [-4.6760, 7.8124, -3.2248], [-3.1792, 5.2235, -3.3959], [-4.8671, 6.5130, 0.1146], [-4.2370, 7.7803, -0.9479], [-5.7464, 6.9332, -1.3626], [-5.7905, 1.5865, 3.1523], [-4.7668, 0.5981, 2.8683], [-4.5642, -0.5998, 3.4704], [-5.4945, -0.9904, 4.5929], [-3.6561, -1.3278, 3.0945], [-6.3961, 1.7583, 2.2614], [-5.3233, 2.5299, 3.4392], [-6.4375, 1.2554, 3.9570], [-4.1025, 0.7992, 2.1347], [-5.1987, -1.9673, 4.9619], [-5.4329, -0.2724, 5.4113], [-6.5237, -1.0475, 4.2371], [-5.3330, -3.8509, -1.8722], [-6.6877, -3.9115, -1.3448], [-7.2452, -3.1548, -0.3639], [-6.3652, -2.1092, 0.2779], [-8.4061, -3.3213, -0.0254], [-5.3585, -3.6309, -2.9403], [-4.8371, -4.8123, -1.7308], [-4.7510, -3.0834, -1.3743], [-7.3212, -4.5908, -1.7348], [-6.9389, -1.5836, 1.0356], [-5.5009, -2.5752, 0.7543], [-6.0273, -1.3868, -0.4667], [0.4430, -3.5378, 5.4679], [1.7395, -3.3804, 6.1034], [2.0140, -2.9918, 7.3759], [0.8382, -2.6767, 8.2724], [3.1662, -2.9035, 7.7671], [0.3326, -4.5686, 5.1279], [0.3804, -2.8788, 4.6016], [-0.3684, -3.3018, 6.1469], [2.5631, -3.5755, 5.5565], [1.2171, -2.3839, 9.2463], [0.2504, -1.8549, 7.8617], [0.1999, -3.5526, 8.3925], [-0.5935, 5.0955, 5.4168], [-0.9514, 4.5661, 4.1139], [-1.8535, 5.0560, 3.2235], [-2.5988, 6.3130, 3.6080], [-2.0434, 4.4914, 2.1579], [0.4712, 5.3330, 5.4416], [-0.7990, 4.3523, 6.1888], [-1.1572, 5.9947, 5.6385], [-0.4905, 3.7275, 3.7972], [-3.2744, 6.5723, 2.7990], [-3.1820, 6.1534, 4.5156], [-1.9053, 7.1398, 3.7649]],
  "forces_ev_per_a": [[-0.091, 0.011, 0.293], [0.593, 0.678, -0.671], [0.354, -0.327, 0.983], [-0.236, 0.141, -0.350], [-0.317, 0.033, 0.082], [-0.366, 0.090, -0.286], [-0.278, 0.559, 0.271], [0.651, 0.153, 0.175], [-0.218, -0.466, -2.063], [0.039, 0.095, -0.128], [0.100, -0.660, 0.977], [0.181, 0.925, 0.082], [-0.383, -0.007, 0.227], [-0.619, -0.068, 0.867], [0.951, 0.282, 0.505], [-0.567, 0.139, -0.006], [-0.062, -0.160, 0.405], [0.342, -0.050, 0.144], [0.053, -0.740, -0.045], [0.143, -0.067, 0.650], [-0.180, 0.170, -0.601], [0.628, -0.028, -0.494], [-0.159, 0.039, -0.052], [0.066, 0.367, -0.629], [0.379, -0.351, 0.553], [-0.741, 0.402, 0.603], [0.240, -0.091, -0.961], [0.177, -0.418, 0.356], [0.223, 0.275, 0.296], [0.130, -0.059, -0.018], [-0.295, -0.473, 0.146], [-0.230, -0.105, 0.243], [-0.125, 0.575, -0.386], [0.296, -0.697, -0.056], [0.086, -0.490, -0.322], [0.418, 0.037, 0.272], [-0.597, -0.062, -0.400], [0.080, -0.060, -0.096], [0.161, -0.105, -0.029], [-0.039, 0.123, -0.012], [-0.322, -0.287, 0.335], [-0.237, -0.357, 0.087], [-0.288, 0.066, -0.185], [-0.128, 0.085, -0.339], [-0.104, -0.012, -0.211], [0.123, -0.189, 0.040], [0.120, -0.076, 0.159], [-0.168, -0.076, 0.095], [-0.029, -0.276, -0.122], [-0.181, 0.039, -0.258], [0.222, -0.257, -0.078], [0.135, -0.049, -0.053], [0.075, 0.150, 0.027], [-0.245, -0.128, -0.295], [-0.292, 0.056, -0.162], [0.218, -0.166, 0.169], [0.185, 0.068, -0.153], [0.159, 0.016, -0.064], [0.052, 0.122, -0.069], [-0.126, 0.307, -0.057], [-0.003, 0.262, 0.049], [0.054, -0.116, 0.037], [-0.132, 0.039, -0.184], [0.047, -0.043, 0.196], [-0.058, 0.300, -0.176], [0.262, 0.049, 0.143], [0.212, 0.152, -0.064], [-0.219, 0.149, -0.117], [0.047, 0.092, 0.374], [0.199, -0.313, -0.087], [-0.075, 0.128, 0.087], [0.039, -0.092, 0.030], [0.004, -0.027, 0.038], [-0.228, 0.204, -0.110], [-0.055, 0.109, -0.008], [-0.061, 0.106, -0.010], [-0.007, -0.005, 0.033], [-0.006, -0.008, -0.021], [0.043, -0.072, -0.008], [-0.079, 0.043, -0.043], [0.017, 0.099, -0.016], [0.265, 0.014, -0.224], [-0.098, -0.074, 0.119], [0.006, 0.120, -0.182], [0.058, -0.055, -0.002], [-0.064, -0.197, 0.275], [-0.084, 0.036, 0.062], [-0.086, 0.037, 0.042], [0.001, -0.039, 0.014], [0.042, 0.057, 0.012], [0.052, -0.013, -0.049], [-0.105, 0.026, -0.011], [-0.028, 0.066, 0.064], [-0.324, -0.190, -0.072], [0.116, 0.121, 0.083], [-0.079, -0.065, -0.034], [0.015, 0.052, 0.067], [0.016, 0.028, 0.027], [0.127, 0.053, 0.003], [0.111, 0.049, 0.004], [0.004, 0.008, -0.007], [-0.001, -0.012, -0.019], [-0.090, -0.057, -0.015], [0.082, 0.094, -0.052], [0.129, -0.020, 0.028], [0.441, -0.102, -0.198], [-0.166, 0.071, 0.173], [0.106, 0.001, -0.009], [0.043, 0.011, 0.037], [-0.029, 0.021, 0.027], [-0.177, 0.023, -0.024], [-0.177, -0.017, -0.005], [0.040, 0.020, 0.064], [-0.010, -0.002, -0.039], [0.075, -0.009, -0.017], [-0.086, -0.062, -0.007], [-0.082, 0.052, -0.038], [0.129, -0.303, -0.180], [-0.095, 0.145, 0.035], [0.018, -0.061, -0.052], [-0.019, -0.015, -0.055], [-0.033, 0.288, 0.374], [-0.019, 0.082, 0.086], [-0.011, 0.086, 0.082], [-0.022, 0.013, -0.022], [0.011, -0.016, 0.013], [0.021, -0.060, -0.050], [0.049, 0.078, 0.048], [-0.035, 0.013, 0.095]]
}



(2)
{
  "formula": "C40H68HgN2O4PS2",
  "method": "the ωB97M-V functional and the def2-TZVPD basis",
  "spin_multiplicity": 2,
  "gap_ev": [4.49, 5.98],
  "total_charge": -2,
  "de_lowest_kj_mol": 98.7,
  "homo_ev": [-0.60, -2.09],
  "e_tot_ha": -3266.72364,
  "molar_mass_g_mol": 936.69,
  "largest_force_ev_per_a": 0.58,
  "elements": ["Hg", "C", "N", "C", "C", "C", "N", "C", "C", "C", "C", "C", "C", "C", "O", "C", "C", "C", "C", "C", "C", "C", "C", "C", "C", "C", "C", "C", "C", "C", "O", "C", "C", "C", "C", "C", "C", "C", "C", "H", "H", "H", "H", "H", "H", "H", "H", "H", "H", "H", "H", "H", "H", "H", "H", "H", "H", "H", "H", "H", "H", "H", "H", "H", "H", "H", "H", "H", "H", "H", "H", "H", "H", "H", "H", "H", "H", "H", "H", "H", "H", "H", "H", "H", "H", "H", "H", "H", "H", "H", "H", "H", "H", "C", "C", "C", "O", "P", "S", "S", "O", "C", "C", "C", "H", "H", "H", "H", "H", "H", "H", "H", "H", "H", "H", "H", "H", "H"],
  "coordinates": [[0.4222, 0.7402, 1.1967], [-0.5594, 3.9886, 2.4109], [-0.2018, 3.5346, 1.0757], [0.8113, 4.3923, 0.4881], [-1.3883, 3.4500, 0.2398], [-1.1420, 2.7127, -1.0678], [-0.9113, 1.2819, -0.9165], [-0.2712, 0.7230, -2.1077], [1.0673, 1.3242, -2.4919], [1.2792, 1.5473, -3.8450], [2.5037, 1.9392, -4.3759], [3.5338, 2.1344, -3.4595], [3.3918, 1.9403, -2.0887], [2.1328, 1.4994, -1.5536], [2.0132, 1.2940, -0.2802], [4.6067, 2.0982, -1.1594], [5.8502, 2.5989, -1.8970], [4.3151, 3.1020, -0.0303], [4.9494, 0.7284, -0.5439], [2.6860, 2.0841, -5.8876], [2.1992, 0.8094, -6.5984], [4.1515, 2.2973, -6.2737], [1.8710, 3.2807, -6.4018], [-2.1754, 0.5954, -0.5995], [-2.2249, -0.9211, -0.6707], [-3.4258, -1.4731, -1.1153], [-3.6938, -2.8333, -1.0718], [-2.6966, -3.6442, -0.5214], [-1.4775, -3.1621, -0.0706], [-1.1864, -1.7588, -0.1771], [-0.0082, -1.2971, 0.1099], [-0.4432, -4.1007, 0.5647], [0.8400, -4.1200, -0.2808], [-0.1292, -3.6197, 1.9934], [-0.9529, -5.5394, 0.6704], [-5.0169, -3.4518, -1.5308], [-5.9292, -2.4290, -2.2106], [-5.7638, -4.0276, -0.3161], [-4.7533, -4.5837, -2.5367], [-1.0282, 4.9905, 2.3905], [0.3343, 4.0366, 3.0356], [-1.2436, 3.2759, 2.8708], [0.4007, 5.3816, 0.2128], [1.2452, 3.9304, -0.3988], [1.6169, 4.5425, 1.2073], [-1.7640, 4.4620, -0.0014], [-2.1668, 2.9427, 0.8143], [-0.2669, 3.1379, -1.5593], [-2.0027, 2.8914, -1.7361], [-0.9533, 0.8164, -2.9697], [-0.1276, -0.3382, -1.9186], [0.4353, 1.3836, -4.5110], [4.4957, 2.4624, -3.8317], [5.6758, 3.5738, -2.3648], [6.1780, 1.8946, -2.6690], [6.6671, 2.7105, -1.1772], [4.1828, 4.1106, -0.4391], [5.1521, 3.1257, 0.6790], [3.4119, 2.8161, 0.5032], [5.1374, -0.0059, -1.3346], [4.1175, 0.3721, 0.0623], [5.8461, 0.8034, 0.0842], [2.6883, -0.0705, -6.1729], [2.4258, 0.8531, -7.6707], [1.1205, 0.6772, -6.4869], [4.7815, 1.4934, -5.8816], [4.5338, 3.2499, -5.8940], [4.2472, 2.3064, -7.3640], [0.8064, 3.1369, -6.1972], [2.0011, 3.4123, -7.4836], [2.1884, 4.1978, -5.8983], [-2.9693, 0.9782, -1.2635], [-2.4494, 0.8859, 0.4206], [-4.1758, -0.7836, -1.4934], [-2.8934, -4.7082, -0.4383], [1.2322, -3.1103, -0.3895], [0.6271, -4.5259, -1.2754], [1.6018, -4.7513, 0.1964], [0.3053, -2.6221, 1.9791], [0.5743, -4.3066, 2.4828], [-1.0469, -3.5770, 2.5868], [-1.1742, -5.9681, -0.3135], [-1.8531, -5.6027, 1.2894], [-0.1781, -6.1553, 1.1359], [-6.2158, -1.6300, -1.5219], [-6.8432, -2.9234, -2.5554], [-5.4343, -1.9773, -3.0746], [-5.9207, -3.2473, 0.4331], [-5.1838, -4.8282, 0.1513], [-6.7405, -4.4342, -0.6107], [-4.2182, -4.1976, -3.4086], [-5.6990, -5.0271, -2.8743], [-4.1461, -5.3767, -2.0936], [2.1521, 1.3615, 5.0836], [1.3687, 0.0922, 5.3843], [2.1960, -0.9159, 6.1629], [0.2193, 0.3766, 6.1866], [-1.1347, 1.1687, 5.6682], [-1.2359, 2.8788, 6.6727], [-0.9452, 0.6942, 3.1362], [-2.2674, 0.2062, 6.3830], [-2.7641, -1.0584, 5.9069], [-3.6770, -0.8907, 4.6991], [-1.6422, -2.0537, 5.6342], [2.9846, 1.1353, 4.4101], [2.5362, 1.7980, 6.0106], [1.5035, 2.0913, 4.5962], [1.0519, -0.3492, 4.4398], [2.5539, -0.4688, 7.0963], [3.0576, -1.2343, 5.5665], [1.5936, -1.7948, 6.4050], [-3.3595, -1.4135, 6.7487], [-3.1371, -0.3999, 3.8879], [-4.5469, -0.2834, 4.9597], [-4.0167, -1.8678, 4.3445], [-1.0475, -1.7192, 4.7773], [-2.0641, -3.0361, 5.4037], [-0.9880, -2.1366, 6.5050]],
  "forces_ev_per_a": [[0.148, 0.242, 0.055], [-0.024, 0.095, 0.006], [-0.077, 0.328, -0.006], [-0.012, -0.136, -0.013], [0.090, -0.171, 0.030], [0.046, -0.018, 0.002], [-0.190, 0.043, -0.197], [0.102, 0.057, 0.096], [-0.038, -0.086, 0.034], [0.011, 0.070, 0.048], [0.037, -0.096, 0.043], [-0.031, 0.084, 0.008], [0.008, -0.013, 0.016], [-0.022, 0.121, -0.214], [0.136, -0.144, 0.155], [-0.125, -0.063, 0.110], [0.042, -0.017, -0.062], [0.007, 0.014, -0.025], [-0.039, 0.007, -0.013], [-0.058, 0.036, -0.002], [0.001, -0.012, 0.014], [0.038, 0.026, 0.043], [-0.020, 0.002, -0.013], [0.092, -0.100, 0.070], [-0.142, -0.028, 0.007], [0.076, 0.082, 0.015], [-0.038, -0.011, -0.010], [0.076, 0.011, 0.063], [-0.112, -0.093, -0.037], [0.381, 0.090, -0.094], [-0.369, -0.443, -0.062], [-0.015, 0.148, 0.020], [0.044, -0.007, 0.034], [0.055, -0.007, -0.032], [-0.019, -0.054, -0.046], [0.074, -0.012, 0.032], [0.031, 0.023, 0.022], [-0.014, -0.022, -0.015], [-0.032, -0.008, -0.009], [0.048, 0.007, -0.020], [-0.048, -0.013, -0.003], [0.058, 0.055, -0.007], [0.005, 0.040, 0.021], [0.024, 0.025, 0.001], [0.001, -0.025, -0.013], [-0.034, 0.051, -0.002], [0.037, 0.034, 0.031], [-0.019, 0.008, -0.049], [-0.044, -0.006, -0.048], [-0.005, 0.012, -0.070], [-0.005, -0.063, 0.067], [-0.003, -0.010, 0.010], [-0.052, -0.076, 0.029], [0.033, -0.069, 0.022], [-0.003, 0.064, 0.051], [-0.029, 0.001, -0.029], [-0.001, -0.067, 0.024], [-0.035, 0.015, -0.075], [0.010, 0.014, 0.008], [0.022, 0.061, 0.052], [0.023, -0.007, -0.019], [-0.064, 0.007, -0.040], [-0.013, 0.034, -0.048], [-0.036, 0.016, 0.058], [0.074, -0.010, 0.013], [-0.025, 0.060, -0.042], [-0.012, -0.083, -0.009], [-0.003, 0.025, 0.035], [0.071, 0.030, -0.008], [-0.022, -0.018, 0.060], [-0.018, -0.031, -0.035], [-0.009, 0.024, -0.068], [0.001, 0.019, 0.005], [0.036, -0.028, 0.001], [-0.002, 0.075, -0.003], [-0.012, -0.021, 0.003], [0.027, 0.003, 0.029], [-0.075, 0.030, -0.041], [-0.032, 0.020, -0.012], [-0.067, 0.032, -0.050], [0.037, -0.030, 0.008], [0.013, 0.022, 0.078], [0.038, -0.017, -0.029], [-0.018, 0.004, 0.002], [0.010, -0.032, -0.046], [0.025, 0.027, 0.009], [-0.041, 0.000, 0.036], [-0.006, -0.047, -0.033], [-0.042, 0.061, -0.009], [0.080, 0.010, 0.020], [-0.026, -0.030, 0.037], [0.067, 0.019, 0.023], [-0.031, 0.054, -0.039], [-0.067, -0.025, 0.029], [0.063, 0.154, 0.081], [0.007, -0.007, 0.035], [-0.036, -0.070, -0.028], [0.214, -0.217, 0.174], [0.002, -0.016, -0.206], [-0.120, -0.147, 0.149], [-0.131, -0.030, -0.114], [0.285, 0.071, -0.211], [0.005, 0.149, 0.073], [0.076, 0.121, -0.014], [-0.016, 0.023, 0.046], [-0.013, 0.002, -0.044], [0.034, -0.031, -0.006], [-0.140, -0.031, -0.079], [-0.019, -0.057, -0.051], [-0.060, 0.036, 0.062], [0.044, 0.048, -0.023], [-0.038, -0.083, 0.120], [-0.013, -0.072, -0.011], [0.013, -0.009, 0.002], [-0.014, 0.015, 0.042], [-0.065, -0.070, 0.060], [0.001, 0.033, 0.005], [-0.037, -0.005, -0.046]]
}